The following is a quantum chemistry calculation of a single C5H13N molecule at a distorted geometry, from the Open Molecules 2025 dataset.

```
19
Properties=species:S:1:pos:R:3:forces:R:3
C 0.781033 -1.509528 1.627765 -1.3 0.4 -1.6
C 1.278072 -1.186922 0.181276 -0.2 1.1 -0.3
C 0.151068 -0.609637 -0.853312 0.3 -0.9 2.2
N -0.541103 0.606043 -0.191932 2.8 -1.1 -1.2
C 0.268204 1.853050 -0.389345 -4.6 2.6 0.7
C -1.925517 0.763465 -0.460919 -1.3 -0.5 -1.3
H 1.527936 -1.462705 2.385313 1.1 -0.6 0.2
H 0.164774 -0.636320 1.931692 -0.4 -0.9 -0.3
H 0.252708 -2.504587 1.607763 0.3 1.2 0.4
H 1.759648 -2.039868 -0.283271 -0.2 -0.4 -0.2
H 2.119530 -0.477808 0.255534 -0.4 0.2 0.0
H -0.504901 -1.516564 -1.018239 -0.1 1.4 0.4
H 0.624425 -0.459556 -1.843352 -0.2 0.6 0.5
H -0.157028 2.630679 0.427045 1.4 -1.8 -1.3
H -0.043141 2.523362 -1.318613 0.9 -1.9 1.0
H 1.307555 1.712596 -0.276555 1.0 -0.2 0.0
H -2.469890 1.387526 0.260304 0.4 0.0 -0.1
H -2.129725 1.122217 -1.481149 0.1 0.8 -0.1
H -2.463646 -0.195442 -0.560004 0.5 0.0 0.8
```
Positions in Å, forces in eV/Å.

Properties
Relative energy (zero: lowest compared OMol25 entry of this formula, charge and spin), kJ/mol: 186.5
Structure (SMILES): CCCN(C)C
HOMO energy, eV: -8.34
Kohn-Sham gap, eV: 9.4
LUMO energy, eV: 1.086

***

The following is a quantum chemistry calculation of C9H4AuF6NO6S3 as an isolated structure at a distorted geometry, from the Open Molecules 2025 dataset.

```
30
Properties=species:S:1:pos:R:3:forces:R:3
Au 0.478303 0.522683 0.950263 -1.0 -1.7 -0.1
F 3.115603 -0.766317 -2.171837 0.2 0.2 0.2
C 2.502703 0.410083 -2.058837 -0.2 -0.4 -0.2
F 1.205603 0.145583 -1.819137 0.2 0.3 0.0
F 2.589303 1.050983 -3.212137 0.2 0.2 0.3
S 3.263603 1.341583 -0.595037 -0.2 -0.2 -1.6
O 2.616203 0.619683 0.510263 -1.0 -0.6 1.2
O 4.659303 1.147983 -0.706437 0.2 0.2 0.2
N 2.829403 2.831983 -0.719137 0.0 -0.2 0.3
S 1.320403 3.182383 -0.399737 0.1 1.1 -0.9
O 0.901403 2.749783 0.925263 -0.6 -0.5 0.9
O 0.446703 2.857083 -1.473437 -0.4 0.2 -0.2
C 1.425003 5.052083 -0.233737 0.2 0.4 0.0
F 1.946103 5.576283 -1.332237 0.0 -0.3 -0.2
F 0.222703 5.580383 -0.047137 -0.1 -0.6 0.0
F 2.191203 5.380383 0.795663 0.1 -0.3 0.1
O -3.630697 0.066583 0.625363 0.6 0.8 0.4
C -2.505097 -0.302817 0.891163 -1.7 -3.3 -1.1
O -1.571597 0.475383 1.258963 3.2 2.5 0.6
C -2.277697 -1.822817 0.846863 0.6 0.3 0.1
C -3.447797 -2.569017 0.781363 -0.1 -0.5 0.0
C -3.440797 -3.953717 0.748063 0.1 0.2 0.0
C -2.229297 -4.632817 0.742363 -0.3 0.1 0.1
C -1.057897 -3.920517 0.807463 0.6 0.9 0.0
C -1.048997 -2.507817 0.881663 -1.4 -0.3 -0.1
S 0.551703 -1.861717 1.030263 0.5 1.8 0.1
H -4.380997 -2.027817 0.755463 0.0 0.0 0.0
H -4.373297 -4.496817 0.722363 -0.1 0.0 0.0
H -2.199097 -5.710517 0.687063 0.0 -0.1 0.0
H -0.101997 -4.418217 0.808963 0.1 -0.3 0.0
```
Positions in Å, forces in eV/Å.

Properties
HOMO energy (spin up / spin down), eV: -9.29 / -9.29
Kohn-Sham gap (spin up / spin down), eV: 5.4 / 5.4
LUMO energy (spin up / spin down), eV: -3.921 / -3.922

***

The following is a quantum chemistry calculation of a single C9H17N3O4 molecule at a distorted geometry, from the Open Molecules 2025 dataset.

```
33
Properties=species:S:1:pos:R:3:forces:R:3
C 2.468472 1.597917 -0.998895 2.2 1.4 0.0
C 2.570879 0.087758 -0.869307 -1.6 -0.7 -3.3
C 3.460281 -0.658112 -1.900614 3.9 -0.2 1.0
C 1.120676 -0.459655 -1.044110 1.1 -2.3 0.1
N 0.211049 0.298512 -0.286699 0.1 -1.0 1.3
C -1.037118 0.285215 -0.725069 -1.0 0.8 0.2
O -1.441562 -0.195980 -1.813030 0.8 0.0 1.6
C -1.946446 1.119284 0.167362 -0.2 -0.4 0.0
N -3.163763 1.362557 -0.524328 -0.5 4.0 -3.4
C -2.324211 0.638278 1.568141 -2.0 -0.8 -2.4
C -1.242757 0.865274 2.513371 3.3 1.2 0.4
N -1.610697 0.642180 3.739108 -4.6 1.5 7.6
O -0.017048 1.183111 2.349148 -2.7 -0.7 -0.9
C 0.962748 -2.017945 -0.741869 5.7 -1.4 1.4
O 2.080443 -2.600379 -0.423288 -6.1 1.5 -1.0
O -0.241099 -2.635494 -0.883878 0.4 2.3 -1.4
H 3.457859 2.109625 -0.655872 -1.6 -0.9 -0.6
H 2.265439 1.991848 -2.017160 0.0 -0.5 0.4
H 1.691417 1.962657 -0.338923 0.0 0.3 0.1
H 2.913451 -0.138916 0.075045 0.7 -0.6 2.2
H 3.892318 -1.716068 -1.404344 -1.4 3.0 -1.7
H 4.430433 0.019026 -2.126589 -2.0 -1.5 0.6
H 3.025904 -0.799755 -2.902808 -0.2 -0.2 0.6
H 0.807927 -0.478271 -2.078367 0.1 0.8 -0.6
H 0.455643 0.442212 0.755787 -1.0 0.4 -1.8
H -1.420071 2.048570 0.369945 0.1 0.2 -0.3
H -3.300283 0.608449 -1.272391 0.4 1.8 1.0
H -2.927410 2.436959 -1.040458 -1.5 -4.5 1.2
H -3.345999 1.213555 1.689959 2.2 -1.0 0.6
H -2.609356 -0.455324 1.577851 0.3 1.0 0.0
H -1.086185 1.102813 4.548580 -0.2 -1.2 -2.0
H -2.735523 0.747183 4.141221 4.1 -0.7 -2.4
H -0.812719 -1.975439 -1.463726 1.1 -1.4 1.5
```
Positions in Å, forces in eV/Å.

Properties
Relative energy (zero: lowest compared OMol25 entry of this formula, charge and spin), kJ/mol: 341.2
Structure (SMILES): CC(C)[C@H](NC(=O)[C@@H](N)CC(N)=O)C(=O)O
HOMO energy, eV: -9.35
Kohn-Sham gap, eV: 9.5
LUMO energy, eV: 0.199

***

The following is a quantum chemistry calculation of C31H31Br42ClF6O4 as an isolated structure at a distorted geometry, from the Open Molecules 2025 dataset.

```
115
Properties=species:S:1:pos:R:3:forces:R:3
C 0.382089 -4.382746 1.336309 0.5 0.5 0.4
C 0.450090 -2.935894 0.774480 0.5 -1.0 0.4
O -0.536857 -2.673663 -0.219437 -0.4 0.3 0.1
C -1.616546 -1.883103 0.258187 0.0 0.7 0.6
C -1.347281 -0.320120 0.143600 -0.9 -0.5 0.6
C -0.934055 0.205732 1.516604 -0.2 0.5 0.2
C 0.306547 0.592285 1.854904 -0.1 -0.2 -0.3
C 1.382517 0.502840 0.744165 0.2 1.0 0.3
C 2.724133 1.277414 0.989639 -0.2 -1.0 -0.3
C 3.846750 0.247313 1.376092 -1.4 0.4 0.3
C 4.743278 0.654373 2.561070 1.3 -1.4 -2.0
F 4.568977 -0.196659 3.603700 -0.3 0.6 0.0
F 4.636213 1.947478 2.916058 -0.3 -0.5 0.4
C 6.234880 0.454159 2.098387 -0.8 1.6 1.4
F 6.428397 -0.725149 1.531311 0.3 0.0 -0.3
F 7.070131 0.590443 3.136721 0.1 -0.3 -0.1
F 6.503891 1.470430 1.258524 0.3 -0.6 -0.5
C 0.537162 1.042231 3.295343 -2.3 0.1 -0.4
O 1.598453 1.093510 3.811497 2.3 0.2 0.4
C -0.675579 1.430806 4.191474 -0.3 0.8 0.4
C -0.531901 2.201173 5.527609 1.4 -0.5 0.2
C -0.526628 1.146871 6.675067 1.0 2.8 0.1
O -1.102244 0.155919 6.612047 -1.9 -3.3 -0.4
F 0.141993 1.375324 7.843812 -0.3 1.5 -0.5
C -1.894882 1.062542 3.821131 -0.2 -0.3 -0.6
Cl -3.354976 1.396301 4.747534 1.4 -0.5 -0.2
C -2.065927 0.271793 2.542080 1.3 0.8 0.0
O -3.088869 -0.283066 2.313185 -1.8 -0.8 -0.4
H 1.246851 -4.482198 2.031431 -0.5 0.0 -0.4
H 0.508385 -5.158805 0.563850 -0.3 0.4 0.2
H -0.521264 -4.546155 1.953706 0.3 0.0 -0.6
H 1.449584 -2.797451 0.306704 -0.6 0.0 0.2
H 0.373491 -2.249979 1.645931 0.0 -0.1 -0.6
H -1.760505 -2.101744 1.335699 -0.2 0.0 -0.6
H -2.573904 -2.119250 -0.248227 0.7 -0.1 0.0
H -0.646869 -0.086244 -0.670965 -0.2 -0.3 0.5
H -2.311333 0.161378 -0.125094 0.5 -0.3 0.2
H 0.920998 0.967781 -0.150361 0.2 -0.3 0.5
H 1.566896 -0.557667 0.479802 -0.1 0.6 0.2
H 3.011353 1.727555 0.020510 -0.1 0.0 0.6
H 2.546601 2.068370 1.733511 0.4 -0.3 -0.3
H 4.410854 0.013848 0.455794 0.0 0.2 0.7
H 3.340657 -0.691983 1.682449 0.5 0.5 -0.1
H 0.383768 2.822357 5.573621 -0.6 -0.6 -0.2
H -1.399326 2.861913 5.701812 0.3 -0.4 -0.2
C -7.346856 0.825650 4.529579 0.1 0.0 0.0
Br -5.973641 0.321170 3.272393 -0.7 -0.3 0.0
Br -7.784219 2.703166 4.403563 0.1 -0.5 0.3
Br -8.921335 -0.284164 4.359474 0.0 0.1 0.0
H -6.944741 0.657800 5.520983 -0.1 0.0 -0.1
C -2.479352 -2.519951 -3.284507 0.1 0.0 0.0
Br -1.191427 -3.035144 -4.625722 -0.2 0.1 0.1
Br -2.885307 -0.631341 -3.369813 0.0 -0.2 0.0
Br -4.079262 -3.597087 -3.373269 0.1 0.1 0.0
H -2.023460 -2.706489 -2.318947 0.0 0.0 -0.1
C 6.932071 -0.281139 -2.078633 0.0 0.0 0.0
Br 8.109815 -0.873667 -3.489053 -0.2 0.1 0.1
Br 6.554272 1.607527 -2.205765 0.0 -0.2 0.0
Br 5.308567 -1.322365 -2.022693 0.1 0.1 -0.1
H 7.451135 -0.441976 -1.141171 -0.1 0.0 -0.1
C -6.882159 -2.728553 -5.857024 0.0 0.0 0.0
Br -5.589374 -3.250737 -7.191565 -0.1 0.1 0.1
Br -7.268484 -0.838525 -5.936362 0.0 -0.2 0.0
Br -8.489214 -3.794564 -5.960392 0.1 0.1 0.0
H -6.434566 -2.920173 -4.889882 0.0 0.0 -0.1
C 7.084671 3.855482 -5.830102 0.0 0.0 0.0
Br 8.260805 3.237642 -7.231210 -0.1 0.1 0.1
Br 6.700336 5.741674 -5.992944 0.0 -0.2 0.0
Br 5.470978 2.802860 -5.736615 0.1 0.1 -0.1
H 7.608636 3.717587 -4.891876 0.0 0.0 -0.1
C 3.307971 -0.443837 -7.576288 0.0 0.1 0.0
Br 4.939644 -0.905691 -6.651155 -0.2 0.0 0.0
Br 3.094187 -1.454339 -9.207708 0.0 0.1 0.2
Br 1.764919 -0.607364 -6.427650 0.2 -0.2 0.0
H 3.386511 0.600854 -7.857449 0.0 -0.1 0.0
C -8.607020 -4.110860 3.271680 0.0 0.0 0.0
Br -10.528568 -4.309907 3.228387 0.2 0.0 0.0
Br -7.766742 -5.503725 4.312313 -0.1 0.1 -0.1
Br -7.860413 -3.992679 1.495471 -0.1 0.0 0.2
H -8.395619 -3.171204 3.768025 0.0 -0.1 -0.1
C 2.227420 -5.058162 -11.508178 0.0 0.0 0.0
Br 1.830761 -5.384044 -9.647362 0.0 0.0 -0.2
Br 1.268583 -6.266435 -12.669104 0.1 0.1 0.1
Br 1.923710 -3.212392 -11.990682 0.0 -0.2 0.0
H 3.283328 -5.253438 -11.647530 -0.1 0.0 0.0
C -5.143128 4.905147 1.831664 0.0 0.1 0.0
Br -7.065628 4.727412 1.809215 0.2 0.2 -0.3
Br -4.321039 3.495450 2.864987 -0.2 0.5 -0.4
Br -4.413438 5.009050 0.044792 -0.1 0.0 0.2
H -4.912700 5.841109 2.325387 0.0 -0.1 -0.1
C 1.178827 3.761311 -7.347917 0.0 0.0 0.0
Br 0.512333 2.339324 -8.473269 0.1 0.2 0.1
Br 1.477905 3.163547 -5.535235 0.0 0.1 -0.2
Br 2.753851 4.589963 -8.095272 -0.1 -0.1 0.1
H 0.409146 4.521879 -7.308082 0.1 -0.1 0.0
C 2.748291 5.203958 5.412757 0.2 0.1 0.0
Br 1.558866 5.709347 3.974972 0.1 -0.1 0.1
Br 1.784193 4.392765 6.876508 0.4 0.3 0.1
Br 4.185075 4.082503 4.789804 -0.3 0.2 0.1
H 3.195701 6.115016 5.790104 -0.1 -0.1 0.0
C 3.670792 -0.811166 6.988384 0.0 0.0 -0.2
Br 1.832118 -0.404134 6.583877 0.9 -0.8 0.1
Br 4.824951 0.645802 6.485971 0.0 0.0 0.4
Br 3.921462 -1.324206 8.833579 -0.1 0.1 -0.2
H 3.943812 -1.665756 6.381410 0.0 0.1 0.1
C -11.372196 4.213331 1.102543 0.0 0.0 0.0
Br -13.293601 4.019644 1.063477 0.2 0.0 0.0
Br -10.531974 2.824681 2.149128 -0.1 0.2 -0.2
Br -10.625154 4.318379 -0.675106 -0.1 0.0 0.2
H -11.158047 5.154692 1.593134 0.0 -0.1 0.0
C 6.360316 -4.655844 1.151932 0.1 0.0 0.0
Br 5.997576 -6.347969 2.006707 0.0 0.2 -0.1
Br 7.045740 -4.885325 -0.638194 -0.1 0.0 0.2
Br 4.817777 -3.494215 1.180932 0.0 -0.2 0.0
H 7.135575 -4.167379 1.729334 -0.1 0.0 0.0
```
Positions in Å, forces in eV/Å.

Properties
HOMO energy, eV: -10.00
Kohn-Sham gap, eV: 8.4
LUMO energy, eV: -1.556